Arrangement 1

{
  "formula": "C4H11NS",
  "method": "ωB97M-V with the def2-TZVPD basis set",
  "species": ["C", "S", "C", "H", "H", "H", "H", "H", "H", "C", "C", "N", "H", "H", "H", "H", "H"],
  "positions_angstrom": [[-2.892, 1.105, -0.115], [-1.427, 1.409, -1.153], [-0.854, -0.358, -1.393], [-2.562, 0.968, 0.912], [-3.463, 0.272, -0.476], [-3.465, 2.034, -0.169], [-0.069, -0.256, -2.130], [-0.480, -0.558, -0.395], [-1.759, -0.881, -1.669], [1.683, -0.669, 1.702], [2.690, -0.382, -0.338], [2.155, -1.200, 0.450], [1.798, -1.346, 2.542], [0.636, -0.383, 1.625], [2.172, 0.294, 1.958], [2.911, -0.680, -1.353], [2.926, 0.630, 0.003]],
  "mulliken_charge": [-0.772, -0.078, -0.490, 0.248, 0.270, 0.281, 0.242, -0.026, 0.316, -0.565, -0.291, -0.362, 0.268, 0.126, 0.277, 0.331, 0.224],
  "e_homo_ev": -8.44,
  "smiles": "C=NC.CSC",
  "lumo_ev": 0.94
}

Arrangement 2

{
  "formula": "C4H11NS",
  "method": "ωB97M-V with the def2-TZVPD basis set",
  "species": ["C", "C", "C", "C", "H", "H", "H", "H", "H", "H", "H", "H", "H", "H", "H", "N", "S"],
  "positions_angstrom": [[1.452, -1.312, 0.221], [1.489, 0.159, -0.202], [-0.797, 1.311, -0.086], [-1.706, 0.412, 0.703], [0.642, -1.449, 0.945], [1.269, -1.932, -0.644], [2.445, -1.557, 0.631], [1.905, 0.798, 0.615], [2.283, 0.164, -0.979], [0.117, 0.190, -1.727], [-1.433, 1.852, -0.817], [-0.383, 2.123, 0.553], [-1.181, -0.097, 1.496], [-2.537, 0.997, 1.140], [-1.408, -1.550, -0.611], [0.313, 0.670, -0.839], [-2.467, -0.779, -0.398]],
  "mulliken_charge": [-0.944, -0.542, -0.704, -0.505, 0.218, 0.250, 0.371, 0.292, 0.308, 0.295, 0.345, 0.272, 0.289, 0.357, 0.074, -0.186, -0.190],
  "e_homo_ev": -8.46,
  "smiles": "CCNCCS",
  "lumo_ev": 0.96
}

Least stable = arrangement 1

Arrangement 1

{
  "formula": "C4H11NS",
  "method": "ωB97M-V with the def2-TZVPD basis set",
  "species": ["C", "C", "S", "C", "N", "C", "H", "H", "H", "H", "H", "H", "H", "H", "H", "H", "H"],
  "positions_angstrom": [[-0.211, 0.376, -0.805], [-1.656, 0.820, -0.448], [-2.868, 0.269, -1.672], [0.264, -0.924, -0.161], [1.666, -0.928, 0.262], [1.915, -0.088, 1.442], [-0.145, 0.304, -1.881], [0.416, 1.244, -0.575], [-1.659, 1.896, -0.369], [-1.940, 0.453, 0.534], [-3.727, -0.355, -0.876], [-0.332, -1.135, 0.722], [0.160, -1.769, -0.842], [2.235, -0.577, -0.502], [1.085, -0.245, 2.121], [1.913, 0.983, 1.186], [2.883, -0.324, 1.864]],
  "mulliken_charge": [-0.324, -0.763, -0.228, -0.794, -0.407, -0.808, 0.411, 0.262, 0.314, 0.408, 0.120, 0.388, 0.314, 0.258, 0.300, 0.263, 0.286],
  "e_homo_ev": -8.69,
  "smiles": "CNCCCS",
  "lumo_ev": 0.99
}

Arrangement 2

{
  "formula": "C4H11NS",
  "method": "ωB97M-V with the def2-TZVPD basis set",
  "species": ["C", "N", "C", "C", "S", "C", "H", "H", "H", "H", "H", "H", "H", "H", "H", "H", "H"],
  "positions_angstrom": [[-1.202, 0.464, -0.740], [-0.485, -0.742, -1.177], [0.559, -1.257, -0.232], [0.224, -1.052, 1.279], [1.746, -1.015, 2.347], [-0.338, 1.732, -0.519], [-1.823, 0.238, 0.127], [-1.900, 0.747, -1.524], [-0.006, -0.557, -2.053], [0.657, -2.343, -0.262], [1.458, -0.681, -0.465], [-0.556, -1.785, 1.461], [-0.009, -0.019, 1.485], [2.194, 0.152, 1.864], [0.498, 1.642, 0.166], [-1.080, 2.484, -0.259], [0.064, 1.993, -1.497]],
  "mulliken_charge": [-0.665, -0.392, -0.426, -0.713, -0.218, -0.998, 0.363, 0.400, 0.260, 0.292, 0.379, 0.405, 0.253, 0.108, 0.314, 0.310, 0.329],
  "e_homo_ev": -8.73,
  "smiles": "CCNCCS",
  "lumo_ev": 0.87
}

Least stable = arrangement 2

Arrangement 1

{
  "formula": "C4H11NS",
  "method": "ωB97M-V with the def2-TZVPD basis set",
  "species": ["C", "C", "C", "C", "S", "N", "H", "H", "H", "H", "H", "H", "H", "H", "H", "H", "H"],
  "positions_angstrom": [[-1.268, 1.107, -0.023], [-0.454, 0.179, 0.894], [0.620, -0.563, 0.034], [0.194, -1.241, -1.196], [1.143, -0.658, -2.720], [0.226, 1.199, 1.708], [-0.647, 1.933, -0.462], [-1.778, 0.437, -0.744], [-1.910, 1.442, 0.871], [-1.071, -0.490, 1.556], [1.074, -1.252, 0.647], [1.262, 0.287, -0.271], [-0.877, -0.995, -1.569], [0.335, -2.338, -1.079], [2.320, -1.206, -2.272], [1.101, 0.888, 2.072], [-0.270, 1.272, 2.555]],
  "mulliken_charge": [-1.071, 0.221, -0.775, -0.558, -0.239, -0.712, 0.261, 0.358, 0.293, 0.337, 0.355, 0.425, 0.187, 0.362, 0.120, 0.206, 0.230],
  "e_homo_ev": -9.08,
  "smiles": "C[C@H](N)CCS",
  "lumo_ev": 0.95
}

Arrangement 2

{
  "formula": "C4H11NS",
  "method": "ωB97M-V with the def2-TZVPD basis set",
  "species": ["C", "C", "S", "H", "H", "H", "H", "H", "C", "C", "N", "H", "H", "H", "H", "H", "H"],
  "positions_angstrom": [[0.543, 1.756, 2.372], [0.508, 0.998, 1.073], [1.229, -0.637, 1.109], [1.541, 1.916, 2.764], [0.000, 1.138, 3.095], [0.095, 2.750, 2.244], [0.881, 1.600, 0.233], [-0.525, 0.889, 0.702], [-1.507, -0.714, -1.798], [-1.850, 0.539, -2.145], [-0.319, -1.367, -2.108], [-2.322, -1.300, -1.361], [-2.856, 0.937, -2.091], [-1.031, 1.170, -2.488], [-0.179, -1.530, -3.088], [0.066, -1.325, 0.938], [0.059, -2.091, -1.530]],
  "mulliken_charge": [-1.038, -0.293, -0.217, 0.312, 0.283, 0.317, 0.334, 0.208, 0.044, -0.794, -0.399, 0.266, 0.267, 0.243, 0.198, 0.080, 0.188],
  "e_homo_ev": -8.66,
  "smiles": "C=CN.CCS",
  "lumo_ev": 0.83
}

Least stable = arrangement 1

Arrangement 1

{
  "formula": "C4H11NS",
  "method": "ωB97M-V with the def2-TZVPD basis set",
  "species": ["C", "C", "C", "S", "C", "N", "H", "H", "H", "H", "H", "H", "H", "H", "H", "H", "H"],
  "positions_angstrom": [[1.158, 1.015, -1.059], [-0.058, 0.539, -0.242], [0.836, -0.446, -0.948], [-1.841, -1.601, -0.086], [-3.036, -2.153, 1.131], [2.670, 2.177, 0.515], [0.997, 1.559, -1.988], [1.817, 1.466, -0.079], [-0.024, 0.693, 0.833], [-1.011, 0.722, -0.721], [0.229, -0.962, -1.667], [1.696, -0.987, -0.559], [-3.264, -1.408, 1.902], [-2.612, -3.005, 1.665], [-3.979, -2.361, 0.646], [3.572, 1.759, 0.740], [2.852, 2.990, -0.085]],
  "mulliken_charge": [-0.212, -0.926, -0.446, -0.144, -0.766, -0.787, 0.305, 0.384, 0.281, 0.459, 0.358, 0.246, 0.261, 0.250, 0.264, 0.228, 0.246],
  "e_homo_ev": -7.00,
  "lumo_ev": -3.19
}

Arrangement 2

{
  "formula": "C4H11NS",
  "method": "ωB97M-V with the def2-TZVPD basis set",
  "species": ["C", "C", "C", "C", "S", "N", "H", "H", "H", "H", "H", "H", "H", "H", "H", "H", "H"],
  "positions_angstrom": [[-1.409, 1.172, -0.962], [-0.750, -0.008, -0.249], [0.557, 0.496, 0.413], [1.652, -0.494, 0.726], [1.344, -1.369, 2.307], [-0.529, -1.090, -1.219], [-0.836, 1.483, -1.834], [-1.518, 2.030, -0.296], [-2.432, 0.948, -1.258], [-1.519, -0.385, 0.431], [0.931, 1.206, -0.336], [0.349, 1.088, 1.262], [1.807, -1.235, -0.050], [2.568, 0.066, 0.883], [0.160, -0.813, 2.587], [0.406, -1.118, -1.595], [-0.781, -1.977, -0.810]],
  "mulliken_charge": [-1.436, 0.483, -1.333, -0.487, -0.254, -0.628, 0.342, 0.336, 0.364, 0.366, 0.427, 0.565, 0.303, 0.352, 0.103, 0.256, 0.241],
  "e_homo_ev": -9.09,
  "smiles": "C[C@@H](N)CCS",
  "lumo_ev": 0.95
}

Least stable = arrangement 1